DFT (ωB97M-V/def2-TZVPD) results for a molecular structure, C22H29F5N5O5S2W.

## Properties
LUMO	-10.888	eV
HOMO level	-17.50	eV
charge	+3
energy relative to the best compared isomer or geometry (same formula, charge and spin)	2.5	kcal per mole

Each line ends with the Löwdin charge.
CARTESIAN COORDINATES (ANGSTROEM)
W: -0.3762 -0.1198 1.1323  1.77
N: 0.5146 1.2584 2.8434  0.04
C: -0.4134 2.3284 3.2120  -0.22
C: -0.0744 3.3039 4.1111  0.03
C: -1.0075 4.2846 4.4860  0.00
C: -2.2762 4.2438 3.9799  0.03
C: -2.6437 3.2499 3.0446  -0.11
C: -3.9458 3.1579 2.5160  0.08
C: -4.2352 2.1456 1.6336  0.01
C: -3.2337 1.2678 1.2453  -0.09
N: -1.9700 1.3217 1.6872  -0.04
C: -1.6852 2.2941 2.6270  -0.16
H: 0.6455 0.6878 3.6833  0.12
H: 1.4208 1.7036 2.7018  0.12
H: 0.9117 3.3212 4.5618  0.14
H: -0.7229 5.0483 5.1958  0.14
H: -3.0212 4.9644 4.2908  0.14
H: -4.7026 3.8753 2.8081  0.15
H: -5.2282 2.0213 1.2262  0.14
H: -3.4747 0.4908 0.5377  0.10
C: 1.0772 -3.8772 0.4641  -0.18
S: 2.1142 -2.4229 0.5231  1.12
C: 2.9662 -2.7345 2.0676  -0.17
O: 1.0459 -1.3086 1.0069  -0.64
H: 1.7242 -4.7311 0.2526  0.10
H: 0.3669 -3.7661 -0.3542  0.07
H: 0.5599 -4.0254 1.4091  0.07
H: 3.5244 -3.6646 1.9418  0.10
H: 2.2615 -2.8316 2.8907  0.07
H: 3.6786 -1.9303 2.2452  0.08
C: 1.7308 -2.4993 -5.9329  -0.09
C: 2.0020 -2.4113 -4.4375  -0.27
S: 0.6344 -1.6618 -3.5554  0.68
O: -0.5899 -2.3819 -3.7578  -0.28
O: 0.9923 -1.5350 -2.1319  -0.40
C: 0.3815 0.0137 -4.2132  -0.16
C: 1.1959 1.1949 -3.6412  -0.07
N: 1.2395 1.3247 -2.1630  0.08
C: 0.1812 1.6152 -1.3965  -0.30
N: 0.4899 1.5386 -0.0829  -0.02
C: 1.8186 1.1764 -0.0325  -0.09
C: 2.2844 1.0102 -1.2998  -0.11
N: 3.4699 0.2515 -1.6269  -0.31
O: 3.8510 0.2171 -2.7725  0.14
O: 3.9768 -0.3288 -0.6847  0.08
C: -1.1460 2.0384 -1.9005  0.04
H: 2.4541 -3.1803 -6.3784  0.10
H: 1.8491 -1.5413 -6.4372  0.08
H: 0.7348 -2.8945 -6.1294  0.09
H: 2.8876 -1.8231 -4.1988  0.10
H: 2.0865 -3.4023 -3.9874  0.12
H: -0.6908 0.1686 -4.1105  0.10
H: 0.6078 -0.0981 -5.2744  0.11
H: 0.7456 2.1125 -4.0217  0.15
H: 2.2218 1.1522 -3.9874  0.13
H: 2.4132 1.1289 0.8632  0.13
H: -1.0386 2.8723 -2.5969  0.12
H: -1.7657 2.3551 -1.0661  0.08
H: -1.6528 1.2335 -2.4350  0.10
F: -1.5343 -0.3515 3.8664  0.09
C: -1.1041 -1.1728 2.8740  -0.45
F: 0.0818 -1.7093 3.3749  0.01
C: -2.1098 -2.3311 2.7537  -0.60
F: -3.2518 -1.8222 2.2700  0.16
F: -1.6204 -3.1853 1.8196  0.12
F: -2.3393 -2.9938 3.8516  0.25
C: -1.5615 -0.9621 -0.1641  -0.05
H: -1.1087 -1.7398 -0.7958  0.03
H: -2.6172 -0.9349 -0.4317  0.05

---

DFT (ωB97M-V/def2-TZVPD) results for a molecular structure, C22H29F5NO8P2PtS.

## Properties
LUMO	2.034	eV
HOMO level	-4.83	eV
charge	-1
energy relative to the best compared isomer or geometry (same formula, charge and spin)	53.6	kcal per mole

Each line ends with the Löwdin charge.
CARTESIAN COORDINATES (ANGSTROEM)
Pt: 0.0273 0.8594 0.8972  0.90
N: 3.1178 -3.8799 0.4218  0.01
C: 2.8673 -2.7963 1.3998  -0.55
C: 3.5553 -3.0651 2.7369  -0.11
P: 1.0180 -2.5975 1.7706  0.36
O: 0.5301 -3.9090 0.8754  -0.20
O: 0.7552 -2.8862 3.1946  -0.31
O: 0.3384 -1.4290 1.1027  -0.41
P: 3.6719 -1.3136 0.6348  0.47
O: 5.2359 -1.5932 0.9979  -0.16
O: 3.6030 -1.6388 -0.9220  -0.15
O: 3.3639 0.0783 0.9783  -0.28
H: 2.2374 -4.3082 0.1585  0.05
H: 3.6853 -4.6028 0.8456  0.09
H: 3.5447 -2.6160 -1.0006  0.05
H: 3.0632 -3.9039 3.2287  0.08
H: 3.4472 -2.1972 3.3884  0.09
H: 4.6160 -3.2706 2.5920  0.07
H: -0.4012 -4.0386 1.1148  0.08
H: 5.6176 -0.7411 1.2569  0.08
C: -3.3207 -1.9755 -6.1498  -0.05
C: -2.4310 -1.7539 -4.9569  -0.26
C: -1.1071 -2.1765 -4.9662  -0.02
C: -0.2744 -1.9617 -3.8794  -0.20
C: 1.1615 -2.4275 -3.9224  -0.04
C: -0.7745 -1.2778 -2.7616  -0.09
C: 0.1678 -0.9861 -1.6693  -0.18
O: 0.3210 0.1091 -1.1695  -0.16
C: -2.1142 -0.8616 -2.7199  -0.18
C: -2.6887 -0.1871 -1.5082  -0.03
C: -2.9190 -1.1204 -3.8206  -0.01
H: -2.7812 -2.4840 -6.9480  0.07
H: -3.6866 -1.0225 -6.5358  0.08
H: -4.1897 -2.5789 -5.8818  0.08
H: -0.7129 -2.6738 -5.8464  0.11
H: 1.4359 -2.7196 -4.9349  0.08
H: 1.3036 -3.2931 -3.2693  0.09
H: 1.8438 -1.6455 -3.5883  0.08
H: 0.7960 -1.8290 -1.3550  0.11
H: -2.2721 -0.5885 -0.5844  0.08
H: -3.7730 -0.2983 -1.4850  0.08
H: -2.4480 0.8778 -1.5258  0.05
H: -3.9569 -0.8042 -3.8004  0.12
F: -4.0954 7.2365 0.5310  0.10
C: -3.3012 6.1844 0.2921  -0.16
C: -2.7469 5.4660 1.3337  -0.15
F: -3.0148 5.8235 2.5953  0.11
C: -1.9086 4.3963 1.0809  -0.23
F: -1.4056 3.7587 2.1258  0.09
C: -1.5778 3.9827 -0.2140  -0.52
S: -0.4895 2.7043 -0.6446  0.69
C: -2.1778 4.7279 -1.2396  -0.26
F: -1.9394 4.3955 -2.5167  0.06
C: -3.0130 5.7999 -1.0044  -0.16
F: -3.5490 6.4818 -2.0277  0.10
C: -0.5359 1.6116 5.0412  -0.04
C: 0.2966 1.5286 3.7590  -0.74
C: 1.3475 0.4163 3.9154  -0.06
C: 1.0310 2.8662 3.5394  -0.06
O: -0.6063 1.2545 2.7253  -0.37
H: 0.1051 1.8667 5.8873  0.08
H: -1.0164 0.6495 5.2268  0.08
H: -1.3087 2.3742 4.9284  0.08
H: 1.9726 0.5898 4.7966  0.08
H: 1.9816 0.3993 3.0282  0.05
H: 0.8519 -0.5505 4.0083  0.06
H: 1.8383 2.9847 4.2668  0.08
H: 0.3391 3.7024 3.6413  0.06
H: 1.4491 2.8770 2.5308  0.07

---

DFT (ωB97M-V/def2-TZVPD) results for a molecular structure, C22H29HfN2O7PS2.

## Properties
LUMO (spin up / spin down)	2.633 / 2.608	eV
HOMO level (spin up / spin down)	-1.40 / -4.44	eV
<S²>	0.752
charge	-1
energy relative to the best compared isomer or geometry (same formula, charge and spin)	29.0	kcal per mole
multiplicity	2

Each line ends with the Löwdin spin population.
CARTESIAN COORDINATES (ANGSTROEM)
Hf: 0.1638 0.1163 0.1404  0.66
O: -0.6011 -1.7235 -1.0621  0.02
C: -1.8304 -1.4039 -1.7228  0.00
C: -2.6869 -0.4976 -0.8414  0.01
N: -1.9749 0.7277 -0.4503  0.01
C: -1.8440 1.6925 -1.5402  0.01
C: -0.6660 1.2751 -2.4570  0.01
O: -0.6955 1.5518 -3.6416  0.01
O: 0.2560 0.6198 -1.8321  0.03
C: -2.5437 1.2546 0.7960  0.00
C: -2.0867 0.3247 1.9494  0.01
O: -2.7826 0.2300 2.9415  0.01
O: -0.9806 -0.3011 1.7000  0.02
H: 0.1289 -1.2689 -1.5316  0.00
H: -2.3666 -2.3373 -1.8979  0.00
H: -1.6424 -0.9335 -2.6883  0.00
H: -2.9279 -1.0442 0.0716  0.00
H: -3.6252 -0.2652 -1.3633  0.00
H: -1.5725 2.6667 -1.1302  0.00
H: -2.7564 1.8001 -2.1340  0.00
H: -3.6378 1.2973 0.7794  0.00
H: -2.1525 2.2537 0.9849  0.00
C: 3.5119 3.7420 5.0075  0.00
C: 2.8149 2.4752 4.5514  0.00
O: 2.0505 2.7756 3.3821  0.01
P: 1.0293 1.6483 2.7681  0.04
S: 0.6272 2.4982 0.9730  0.05
S: 1.7239 -0.1440 3.0758  0.02
O: -0.2894 1.8160 3.6884  0.00
C: -1.0270 3.0322 3.7958  0.00
C: -0.6178 3.8182 5.0301  0.00
H: 4.1916 3.4988 5.8261  0.00
H: 2.7938 4.4861 5.3554  0.00
H: 4.0848 4.1724 4.1858  0.00
H: 2.1641 2.0837 5.3391  0.00
H: 3.5434 1.6995 4.3101  0.00
H: -2.0747 2.7338 3.8605  0.00
H: -0.8828 3.6356 2.8953  0.00
H: -0.7897 3.2261 5.9299  0.00
H: -1.1985 4.7407 5.0912  0.00
H: 0.4395 4.0731 4.9733  0.00
C: 4.4108 0.5209 -3.3259  0.00
C: 3.8431 1.4357 -2.4508  0.00
C: 3.0944 1.0101 -1.3679  0.00
C: 2.8680 -0.3521 -1.1297  0.00
C: 3.4625 -1.2665 -2.0175  0.00
C: 4.2153 -0.8338 -3.0949  0.00
N: 2.0232 -0.7629 -0.0883  0.02
C: 2.3209 -1.9656 0.5689  0.01
C: 3.6436 -2.4020 0.7543  0.00
C: 3.9351 -3.5599 1.4529  0.00
C: 2.9215 -4.3344 1.9965  0.00
C: 1.6101 -3.9076 1.8493  0.00
C: 1.3101 -2.7477 1.1574  0.02
H: 4.9912 0.8577 -4.1760  0.00
H: 3.9923 2.4969 -2.6121  0.00
H: 2.6709 1.7320 -0.6829  0.00
H: 3.3064 -2.3262 -1.8610  0.00
H: 4.6513 -1.5643 -3.7672  0.00
H: 4.4487 -1.7926 0.3657  0.00
H: 4.9701 -3.8549 1.5848  0.00
H: 3.1500 -5.2388 2.5469  0.00
H: 0.8032 -4.4828 2.2881  0.00
H: 0.2835 -2.4226 1.1019  0.01

---

DFT (ωB97M-V/def2-TZVPD) results for C22H29N3O4S in the gas phase.

## Properties
LUMO	0.292	eV
HOMO level	-8.80	eV
SMILES	CC(C)[C@@H](NC(=O)c1ccc(C(C)(C)C)cc1)C(=O)Nc1cccc(S(N)(=O)=O)c1
energy relative to the best compared isomer or geometry (same formula, charge and spin)	3.4	kcal per mole

Each line ends with the Löwdin charge.
CARTESIAN COORDINATES (ANGSTROEM)
C: 1.2779 -1.7397 3.9918  -0.05
H: 2.1203 -1.9063 4.6594  0.08
H: 1.6776 -1.6095 2.9872  0.06
H: 0.6447 -2.6245 4.0186  0.09
C: 0.4954 -0.5097 4.4507  -0.36
C: 0.1385 -0.6182 5.9308  -0.06
H: 1.0411 -0.7540 6.5221  0.08
H: -0.5243 -1.4609 6.1008  0.07
H: -0.3625 0.2852 6.2697  0.08
H: 1.1307 0.3744 4.3162  0.14
C: -0.7611 -0.2706 3.5848  -0.19
N: -0.3799 0.2849 2.3118  0.10
C: -1.2393 1.0039 1.5453  -0.45
O: -2.3838 1.2300 1.8940  0.09
C: -0.6811 1.4143 0.2306  -0.14
C: -1.5657 1.5824 -0.8302  -0.02
C: -1.0965 1.8379 -2.1013  -0.02
C: 0.2681 1.9520 -2.3617  -0.17
C: 1.1385 1.8518 -1.2829  -0.02
C: 0.6778 1.5847 -0.0076  -0.03
H: 1.3951 1.5299 0.7974  0.11
H: 2.1995 1.9657 -1.4215  0.11
C: 0.7485 2.1511 -3.7884  -0.55
C: 2.2704 2.2801 -3.8795  -0.06
H: 2.7465 1.3806 -3.4975  0.08
H: 2.6263 3.1450 -3.3243  0.09
H: 2.5624 2.4045 -4.9205  0.09
C: 0.1123 3.4164 -4.3797  -0.04
H: 0.4747 3.5771 -5.3929  0.08
H: 0.3735 4.2846 -3.7783  0.09
H: -0.9708 3.3404 -4.4155  0.07
C: 0.3356 0.9157 -4.6015  -0.04
H: -0.7433 0.7817 -4.6017  0.08
H: 0.6686 1.0170 -5.6324  0.09
H: 0.8029 0.0339 -4.1680  0.06
H: -1.8116 1.9399 -2.9039  0.11
H: -2.6239 1.4886 -0.6369  0.12
H: 0.5366 0.0696 1.9517  0.11
H: -1.3826 0.4916 4.0826  0.17
C: -1.7119 -1.4746 3.5512  -0.40
O: -2.1617 -1.9257 4.5833  0.08
N: -2.1966 -1.9792 2.3715  0.16
C: -1.8047 -1.8442 1.0437  -0.23
C: -2.7604 -1.6915 0.0378  0.01
C: -2.3750 -1.5289 -1.2807  -0.06
C: -1.0308 -1.4880 -1.6229  -0.06
C: -0.0989 -1.6747 -0.6253  -0.28
C: -0.4625 -1.8998 0.6832  -0.01
H: 0.3029 -2.0951 1.4130  0.10
S: 1.6464 -1.5658 -0.9195  0.63
O: 2.2579 -0.9959 0.2496  -0.30
O: 1.9166 -0.9940 -2.2062  -0.29
N: 2.0868 -3.1902 -0.9517  -0.05
H: 2.3066 -3.5022 -1.8834  0.07
H: 2.8378 -3.3920 -0.3120  0.07
H: -0.7014 -1.3044 -2.6314  0.11
H: -3.1275 -1.4025 -2.0436  0.11
H: -3.8065 -1.6721 0.3033  0.12
H: -3.0538 -2.5009 2.5212  0.16

---

DFT (ωB97M-V/def2-TZVPD) results for C22H29N5O2S in the gas phase.

## Properties
LUMO	0.635	eV
HOMO level	-8.16	eV
SMILES	O=C(CNC(=S)N(Cc1ccccc1)Cc1cccnc1)NCCN1CCOCC1
energy relative to the best compared isomer or geometry (same formula, charge and spin)	11.5	kcal per mole

Each line ends with the Löwdin charge.
CARTESIAN COORDINATES (ANGSTROEM)
O: 2.4422 2.1425 -0.8735  0.04
C: 2.8249 2.0398 0.2790  -0.48
N: 4.0667 1.6560 0.6171  0.08
H: 4.2956 1.5086 1.5877  0.15
C: 5.0371 1.2425 -0.3717  -0.15
H: 5.9861 1.7516 -0.1788  0.12
H: 4.6518 1.5663 -1.3402  0.12
C: 5.2973 -0.2822 -0.3851  -0.17
N: 4.1899 -1.1592 -0.6791  -0.16
C: 3.4645 -0.8642 -1.9022  -0.16
C: 2.5408 -2.0434 -2.2154  -0.19
O: 1.6449 -2.2992 -1.1569  -0.15
C: 2.3597 -2.5719 0.0286  -0.18
C: 3.2585 -1.3965 0.4079  -0.17
H: 3.8122 -1.6419 1.3159  0.13
H: 2.6131 -0.5298 0.6092  0.08
H: 1.6198 -2.7487 0.8100  0.11
H: 2.9753 -3.4727 -0.1088  0.13
H: 1.9284 -1.8286 -3.0933  0.12
H: 3.1509 -2.9394 -2.4045  0.13
H: 4.1813 -0.7391 -2.7166  0.13
H: 2.8561 0.0504 -1.8178  0.11
H: 5.7015 -0.5850 0.5850  0.12
H: 6.0666 -0.4620 -1.1440  0.12
C: 1.8547 2.2883 1.4388  -0.13
N: 0.5734 1.7457 1.0454  0.01
C: 0.2629 0.4472 1.3332  -0.81
N: -0.4529 -0.2556 0.4358  -0.09
C: -1.0912 -1.5083 0.7968  -0.15
C: -2.5856 -1.3451 0.8176  -0.19
C: -3.3959 -1.8569 -0.1890  -0.11
N: -4.7024 -1.6756 -0.2428  0.08
C: -5.2739 -0.9688 0.7162  -0.15
C: -4.5719 -0.4265 1.7823  -0.06
C: -3.2029 -0.6193 1.8307  -0.02
H: -2.6121 -0.2126 2.6395  0.12
H: -5.0825 0.1321 2.5514  0.10
H: -6.3442 -0.8382 0.6245  0.10
H: -2.9729 -2.4442 -0.9948  0.12
H: -0.7938 -2.2734 0.0735  0.12
H: -0.7283 -1.7884 1.7898  0.06
C: -0.6327 0.1404 -0.9467  -0.09
C: -1.9642 0.7987 -1.2229  -0.21
C: -2.6473 0.5066 -2.3960  -0.05
C: -3.8781 1.0802 -2.6562  -0.08
C: -4.4440 1.9522 -1.7426  -0.09
C: -3.7672 2.2539 -0.5742  -0.08
C: -2.5330 1.6847 -0.3169  -0.05
H: -2.0233 1.9182 0.6066  0.11
H: -4.2023 2.9325 0.1447  0.11
H: -5.4104 2.3917 -1.9384  0.10
H: -4.4013 0.8370 -3.5686  0.10
H: -2.2136 -0.1819 -3.1070  0.11
H: -0.5433 -0.7694 -1.5493  0.13
H: 0.1885 0.7974 -1.2576  0.13
S: 0.7259 -0.1914 2.7999  0.68
H: 0.2975 2.0838 0.1299  0.11
H: 2.1728 1.7984 2.3610  0.06
H: 1.7526 3.3640 1.6083  0.13

---

DFT (ωB97M-V/def2-TZVPD) results for a molecular structure, C22H29N5PtS2.

## Properties
LUMO (spin up / spin down)	-0.574 / -0.575	eV
HOMO level (spin up / spin down)	-7.06 / -7.06	eV
energy relative to the best compared isomer or geometry (same formula, charge and spin)	32.2	kcal per mole

Each line ends with the Löwdin charge.
CARTESIAN COORDINATES (ANGSTROEM)
Pt: 0.0274 -0.5823 0.2012  0.73
C: -3.2221 1.7880 4.0657  -0.09
C: -3.3638 1.2119 2.8132  -0.08
C: -2.2601 0.6880 2.1564  -0.06
C: -1.0078 0.7496 2.7453  -0.24
C: -0.8646 1.3112 4.0099  -0.02
C: -1.9689 1.8272 4.6628  -0.07
N: 0.1336 0.2545 2.0309  -0.16
N: 1.2403 0.4434 2.5661  0.10
C: 2.2810 0.1011 1.7270  -0.29
C: 3.6056 0.2168 2.1535  -0.02
C: 4.6221 -0.1131 1.2845  -0.09
C: 4.3231 -0.5668 -0.0037  -0.08
C: 3.0105 -0.6765 -0.4377  -0.12
C: 1.9755 -0.3275 0.4221  -0.28
H: -4.0837 2.2005 4.5761  0.10
H: -4.3394 1.1538 2.3487  0.10
H: -2.3767 0.2197 1.1919  0.06
H: 0.1149 1.3261 4.4644  0.11
H: -1.8528 2.2603 5.6482  0.10
H: 3.8088 0.5611 3.1606  0.11
H: 5.6531 -0.0266 1.6016  0.10
H: 5.1281 -0.8412 -0.6760  0.10
H: 2.7981 -1.0276 -1.4397  0.07
S: -1.3247 -2.5813 0.9680  0.45
C: -0.6813 -2.5848 2.5207  -0.90
N: -0.2320 -2.5778 3.5903  0.05
C: -0.6519 0.7455 -6.2992  -0.10
C: -1.8348 1.7143 -6.2703  -0.25
C: -2.8844 1.4131 -5.1978  -0.20
C: -2.5133 1.8565 -3.7827  -0.17
N: -1.4037 1.1282 -3.1782  0.01
C: -1.4438 -0.1039 -2.6766  -0.74
S: 0.0633 -0.8075 -2.1963  0.61
N: -2.6160 -0.7242 -2.6301  0.05
C: -2.8147 -2.1335 -2.2805  -0.20
C: -2.5845 -3.0812 -3.4518  -0.19
C: -3.4334 -2.7778 -4.6839  -0.26
C: -4.9376 -2.8659 -4.4293  -0.11
H: 0.0012 0.9674 -7.1440  0.07
H: -0.9996 -0.2850 -6.4097  0.07
H: -0.0420 0.7926 -5.3968  0.06
H: -2.3297 1.6757 -7.2420  0.11
H: -1.4749 2.7411 -6.1457  0.11
H: -3.1007 0.3395 -5.2072  0.09
H: -3.8148 1.9264 -5.4521  0.12
H: -3.3854 1.7797 -3.1269  0.12
H: -2.2279 2.9077 -3.7922  0.13
H: -0.4845 1.5385 -3.1840  0.12
H: -3.4200 -0.2335 -2.9867  0.12
H: -3.8308 -2.2249 -1.8978  0.13
H: -2.1401 -2.3789 -1.4769  0.01
H: -2.8037 -4.0911 -3.0935  0.12
H: -1.5261 -3.0560 -3.7175  0.10
H: -3.1560 -3.4788 -5.4730  0.11
H: -3.1826 -1.7820 -5.0634  0.07
H: -5.1905 -3.7939 -3.9107  0.08
H: -5.4954 -2.8441 -5.3664  0.07
H: -5.3000 -2.0353 -3.8162  0.06

---

Number 1: calculated total energy -2867.406692 Eh, largest force on an atom 1.42 eV Å⁻¹. Number 2: calculated total energy -3212.183867 Eh, largest force on an atom 1.43 eV Å⁻¹. Number 3: calculated total energy -2677.964503 Eh, largest force on an atom 3.08 eV Å⁻¹. Number 4: calculated total energy -1719.199833 Eh, largest force on an atom 0.97 eV Å⁻¹. Number 5: calculated total energy -1678.193521 Eh, largest force on an atom 0.88 eV Å⁻¹. Number 6: calculated total energy -2045.180291 Eh, largest force on an atom 1.01 eV Å⁻¹.